Record 1
Entry from the OMol25 dataset: C26H42F6O16Pb as an isolated structure in a non-equilibrium geometry (ωB97M-V/def2-TZVPD).

Cartesian coordinates (Å):
Pb1 0.37 0.45 0.37
C1 1.89 -2.00 2.51
O1 2.32 -1.97 1.13
O2 0.93 -0.94 2.58
C2 1.53 -3.49 3.08
F1 2.62 -4.25 3.15
F2 0.98 -3.53 4.25
F3 0.63 -4.10 2.19
C3 3.73 -2.41 1.00
C4 4.27 -2.05 -0.31
H1 5.25 -2.50 -0.48
H2 3.63 -2.41 -1.11
H3 4.43 -0.98 -0.38
H4 3.86 -3.48 1.14
H5 4.45 -1.99 1.71
H6 2.75 -1.72 3.13
C5 -0.18 3.61 0.02
O3 -0.10 2.87 1.21
O4 0.25 2.69 -0.94
C6 -1.57 4.36 -0.26
F4 -1.66 4.97 -1.47
F5 -2.69 3.58 -0.25
F6 -1.76 5.41 0.55
C7 -0.53 3.43 2.47
C8 0.11 2.47 3.53
H7 -0.33 2.82 4.46
H8 -0.28 1.46 3.46
H9 1.20 2.49 3.60
H10 -1.61 3.45 2.60
H11 -0.09 4.41 2.68
H12 0.61 4.35 0.13
C9 0.91 -1.36 -4.31
O5 2.02 -0.62 -3.99
C10 2.24 -0.34 -2.64
O6 1.46 -0.59 -1.69
O7 3.44 0.25 -2.49
C11 4.29 0.54 -3.54
H13 0.90 -1.67 -5.35
H14 0.10 -0.69 -4.06
H15 0.85 -2.32 -3.79
H16 3.82 1.13 -4.33
H17 4.57 -0.40 -4.02
H18 5.19 1.10 -3.29
C12 4.46 1.18 3.25
O8 4.83 1.84 2.05
C13 3.89 2.08 1.12
O9 2.68 1.70 1.08
O10 4.46 2.83 0.09
C14 3.66 3.32 -0.99
H19 3.61 1.77 3.60
H20 5.33 1.13 3.90
H21 4.15 0.16 3.02
H22 2.74 3.72 -0.58
H23 3.54 2.47 -1.65
H24 4.14 4.09 -1.59
O11 -2.02 0.59 1.32
C15 -2.86 0.40 2.24
O12 -3.73 1.31 2.68
C16 -4.78 0.82 3.45
C17 -4.62 -0.70 3.34
C18 -3.14 -0.90 2.99
H25 -5.80 1.17 3.29
H26 -4.66 1.04 4.51
H27 -5.39 -0.99 2.63
H28 -4.67 -1.05 4.37
H29 -3.08 -1.73 2.29
H30 -2.51 -1.12 3.85
O13 -1.44 0.03 -1.80
C19 -2.19 0.47 -2.65
O14 -2.57 -0.28 -3.71
C20 -3.42 0.44 -4.65
C21 -3.89 1.57 -3.88
C22 -2.92 1.82 -2.65
H31 -4.28 -0.12 -4.99
H32 -2.92 0.89 -5.51
H33 -4.83 1.26 -3.43
H34 -4.13 2.52 -4.37
H35 -3.42 1.86 -1.68
H36 -2.11 2.54 -2.77
O15 -0.81 -1.93 0.05
C23 -1.53 -2.79 -0.48
O16 -1.60 -2.97 -1.82
C24 -2.40 -4.16 -2.14
C25 -2.48 -4.93 -0.86
C26 -2.41 -3.88 0.21
H37 -1.98 -4.83 -2.89
H38 -3.41 -3.80 -2.32
H39 -1.74 -5.73 -0.85
H40 -3.39 -5.52 -0.81
H41 -1.90 -4.32 1.07
H42 -3.30 -3.29 0.39

Values from the calculation:
lowest unoccupied orbital energy = 0.39 eV
DFT total energy = -81952.396 eV
2S+1 = 1
charge = 0
orbital gap = 7.448 eV
HOMO = -7.060 eV
energy above the lowest of the compared OMol25 structures with the same formula, charge and spin = 127.8 kcal per mole

Record 2
Entry from the OMol25 dataset: an isolated molecule of C5H5NO in a non-equilibrium geometry (ωB97M-V/def2-TZVPD).

Cartesian coordinates (Å):
O1 -1.87 0.42 0.71
C1 -0.79 -0.45 0.84
C2 0.24 -0.23 -0.31
C3 0.65 1.46 0.06
C4 0.56 1.28 -1.18
C5 1.44 -1.03 -0.10
N1 2.38 -1.69 0.08
H1 -1.52 1.31 0.85
H2 -0.27 -0.36 1.79
H3 -1.19 -1.47 0.74
H4 -0.25 -0.59 -1.22
H5 0.55 1.32 -2.26

Values from the calculation:
lowest unoccupied orbital energy = 0.58 eV
DFT total energy = -8798.449 eV
2S+1 = 1
charge = 0
orbital gap = 11.581 eV
HOMO = -10.999 eV
energy above the lowest of the compared OMol25 structures with the same formula, charge and spin = 114.6 kcal per mole

Record 3
Entry from the OMol25 dataset: a 2-piece molecular cluster, C6H15N2 overall in a non-equilibrium geometry (ωB97M-V/def2-TZVPD).

Cartesian coordinates (Å):
C1 -2.36 0.10 -0.41
C2 2.09 0.03 -1.14
C3 0.44 1.42 0.21
C4 1.98 -0.61 1.32
C5 -0.49 -1.34 -0.47
C6 1.27 0.16 0.22
N1 -3.40 0.61 0.20
N2 -1.57 -0.83 0.13
H1 -2.20 0.17 -1.54
H2 2.81 -0.70 -1.13
H3 1.40 -0.24 -1.87
H4 2.59 1.11 -1.26
H5 -0.53 1.35 -0.40
H6 0.11 1.75 1.32
H7 1.02 2.22 -0.24
H8 2.53 -1.51 0.87
H9 1.35 -0.84 2.18
H10 2.73 0.21 1.66
H11 -0.04 -2.33 -0.08
H12 -0.57 -1.39 -1.48
H13 -3.89 1.37 -0.30
H14 -3.61 0.39 1.14
H15 -1.68 -1.12 1.07

Values from the calculation:
lowest unoccupied orbital energy = -3.51 eV
DFT total energy = -9435.508 eV
2S+1 = 1
charge = +1
orbital gap = 7.864 eV
HOMO = -11.371 eV
energy above the lowest of the compared OMol25 structures with the same formula, charge and spin = 102.9 kcal per mole